1.
Computed, not measured: a cluster of 4 separate species, C4H18N2O3S in total in a non-equilibrium geometry, with ωB97M-V/def2-TZVPD.

Calculated values
Kohn-Sham gap	9.6	eV
strongest force on any atom	4.3	eV/Å
E_tot	-24395.71469	eV
relative energy (zero: lowest compared OMol25 entry of this formula, charge and spin)	46.1	kcal/mol

ORCA input file:
```
! RIJCOSX wB97M-V def2-TZVPD def2/J DEFGRID3
* xyz 0 1
C -1.83 -0.21 1.71
N -1.76 0.06 0.25
C -0.81 -0.89 -0.45
C -0.74 -0.51 -1.95
S 0.75 -1.61 -2.52
C -0.64 -0.21 2.77
N 0.00 1.04 3.10
H -2.33 -1.28 1.85
H -2.67 0.55 2.08
H -2.66 -0.11 -0.32
H 0.25 -0.96 -0.03
H -1.17 -1.92 -0.32
H -0.52 0.59 -2.02
H -1.57 -0.75 -2.53
H 1.33 -0.73 -3.35
H 0.13 -1.01 2.46
H -1.01 -0.62 3.68
H 0.36 1.47 2.32
H -0.53 1.72 3.53
H -1.51 2.40 0.26
H -1.01 3.99 0.66
O -0.90 3.10 0.27
H 1.50 1.41 1.08
H 0.59 2.20 0.24
O 1.45 1.82 0.18
H 2.18 -1.54 -0.83
H 3.51 -1.76 -0.09
O 3.14 -1.74 -0.98
*
```

---

2.
Computed, not measured: a cluster of 4 separate species, C4H18NO3 in total in a non-equilibrium geometry, with ωB97M-V/def2-TZVPD.

Calculated values
Kohn-Sham gap (alpha / beta)	12.5 / 4.4	eV
strongest force on any atom	2.3	eV/Å
E_tot	-12052.56847	eV
relative energy (zero: lowest compared OMol25 entry of this formula, charge and spin)	10.1	kcal/mol

ORCA input file:
```
! RIJCOSX wB97M-V def2-TZVPD def2/J DEFGRID3
* xyz 2 2
C -1.04 -0.14 0.22
C -0.08 0.05 1.38
C 0.41 -1.33 1.98
C 1.63 -1.84 1.16
N -0.36 -0.12 -1.17
H -1.57 -1.10 0.16
H -1.86 0.58 0.24
H 0.67 0.82 1.22
H -0.73 0.34 2.27
H 0.75 -1.24 3.01
H -0.46 -1.98 1.85
H 1.69 -1.51 0.11
H 1.61 -2.94 1.14
H 2.58 -1.51 1.59
H -0.47 -1.04 -1.57
H 0.63 0.13 -1.14
H -0.78 0.62 -1.76
H -1.63 1.11 -4.01
H -1.29 2.46 -3.48
O -1.38 1.55 -3.21
H -2.15 3.26 2.64
H -1.10 2.95 3.62
O -1.31 2.74 2.69
H 1.80 -0.96 -3.61
H 2.68 -0.38 -2.59
O 1.73 -0.52 -2.75
*
```

---

3.
Computed, not measured: a cluster of 5 separate species, C4H18NO7 in total in a non-equilibrium geometry, with ωB97M-V/def2-TZVPD.

Calculated values
Kohn-Sham gap	11.6	eV
strongest force on any atom	2.2	eV/Å
E_tot	-20257.02850	eV
relative energy (zero: lowest compared OMol25 entry of this formula, charge and spin)	0.0	kcal/mol

ORCA input file:
```
! RIJCOSX wB97M-V def2-TZVPD def2/J DEFGRID3
* xyz 1 1
O 0.42 0.82 -2.21
C 0.81 -0.26 -1.90
O 1.13 -1.34 -2.64
C 0.95 -0.62 -0.40
C 1.99 0.34 0.18
C 1.92 0.48 1.68
O 0.71 1.13 2.14
N -0.42 -0.43 0.22
H 1.61 -1.17 -3.47
H 1.28 -1.67 -0.30
H 2.98 -0.04 -0.06
H 2.06 1.32 -0.36
H 1.94 -0.51 2.20
H 2.65 1.09 2.20
H 0.82 1.96 2.59
H -0.31 -0.87 1.15
H -1.16 -0.85 -0.38
H -0.62 0.56 0.33
H -2.19 -2.39 -2.00
H -3.28 -1.66 -1.17
O -2.39 -1.55 -1.56
H -0.42 -2.82 2.89
H 0.66 -1.97 3.52
O 0.30 -2.22 2.66
H -0.40 2.84 -0.11
H -1.33 3.39 -1.00
O -1.36 2.99 -0.11
H -2.60 1.51 0.37
H -3.09 0.91 1.63
O -2.57 0.66 0.86
*
```

---

4.
Computed, not measured: a cluster of 5 separate species, C4H18O5S in total in a non-equilibrium geometry, with ωB97M-V/def2-TZVPD.

Calculated values
Kohn-Sham gap	9.0	eV
strongest force on any atom	5.7	eV/Å
E_tot	-25511.28971	eV
relative energy (zero: lowest compared OMol25 entry of this formula, charge and spin)	0.0	kcal/mol

ORCA input file:
```
! RIJCOSX wB97M-V def2-TZVPD def2/J DEFGRID3
* xyz 0 1
C -0.82 0.71 1.99
O 0.55 0.40 1.62
C -1.80 -0.14 1.08
C -1.69 0.30 -0.37
C -2.56 -0.59 -1.26
S -1.76 -1.97 -2.16
H -0.76 0.44 3.02
H -1.02 1.74 1.96
H 0.66 -0.56 1.41
H -2.70 0.01 1.54
H -1.60 -1.27 1.21
H -0.61 0.30 -0.81
H -1.78 1.39 -0.48
H -3.42 -0.92 -0.70
H -3.05 0.02 -1.98
H -0.64 -1.90 -1.38
H 0.35 -3.19 -0.24
H 1.71 -3.06 0.34
O 1.03 -2.63 -0.01
H 1.86 0.83 -1.47
H 1.40 2.32 -1.73
O 1.10 1.40 -1.61
H 2.66 2.39 1.02
H 1.50 2.11 0.20
O 2.13 2.83 0.34
H 2.44 -0.44 -0.08
H 3.72 -0.58 -0.86
O 3.11 0.06 -0.57
*
```

---

5.
Computed, not measured: a cluster of 5 separate species, C4H18O7 in total in a non-equilibrium geometry, with ωB97M-V/def2-TZVPD.

Calculated values
Kohn-Sham gap (alpha / beta)	2.5 / 9.8	eV
strongest force on any atom	3.3	eV/Å
E_tot	-18770.18211	eV
relative energy (zero: lowest compared OMol25 entry of this formula, charge and spin)	16.8	kcal/mol

ORCA input file:
```
! RIJCOSX wB97M-V def2-TZVPD def2/J DEFGRID3
* xyz -1 2
O -15.67 7.12 20.47
H -15.51 8.03 20.73
H -15.30 7.05 19.59
O -15.02 7.52 17.85
H -14.67 8.19 17.26
H -15.95 7.46 17.62
O -14.70 9.64 15.61
H -15.51 10.15 15.57
H -14.24 9.85 14.79
C -11.67 9.13 16.86
C -12.05 9.73 18.18
O -11.31 10.86 18.47
O -10.48 8.50 16.75
H -11.82 9.91 16.12
H -12.38 8.36 16.57
H -12.19 9.05 19.03
H -13.09 10.06 18.09
H -11.38 11.55 17.81
H -10.09 8.93 15.99
C -19.58 5.64 16.95
C -18.14 5.76 17.73
O -17.56 7.09 17.45
O -20.45 6.74 17.10
H -20.15 4.78 17.29
H -19.48 5.60 15.86
H -17.44 5.01 17.38
H -18.33 5.74 18.81
H -18.07 7.68 18.01
H -20.17 7.44 16.51
*
```

---

6.
Computed, not measured: a cluster of 7 separate species, C4H18O7 in total in a non-equilibrium geometry, with ωB97M-V/def2-TZVPD.

Calculated values
Kohn-Sham gap (alpha / beta)	2.7 / 5.9	eV
strongest force on any atom	3.9	eV/Å
E_tot	-18769.48659	eV
relative energy (zero: lowest compared OMol25 entry of this formula, charge and spin)	32.8	kcal/mol

ORCA input file:
```
! RIJCOSX wB97M-V def2-TZVPD def2/J DEFGRID3
* xyz -1 2
C 0.58 -1.50 1.59
C 1.58 -0.71 1.16
C 1.27 0.43 0.31
C 2.22 1.08 -0.43
O 1.66 1.91 -1.45
H 0.86 -2.47 2.08
H -0.45 -1.19 1.48
H 2.65 -0.89 1.38
H 0.24 0.71 0.11
H 3.31 1.15 -0.73
H 0.81 2.25 -1.19
H -1.46 -1.54 0.08
H -1.99 -0.92 -1.23
O -1.48 -1.63 -0.87
H 0.69 1.55 2.68
H 1.85 2.29 1.85
O 1.39 2.19 2.69
H -0.50 0.06 -3.36
H -1.91 -0.56 -3.23
O -1.42 0.25 -3.35
H -2.81 -1.06 2.20
H -2.66 0.48 1.94
O -2.96 -0.21 2.61
H 0.55 -2.44 -0.17
H 1.77 -3.14 -0.07
O 1.02 -3.13 -0.71
H -1.82 2.96 -1.24
H -1.62 1.83 -2.47
O -1.36 2.25 -1.64
*
```

---

7.
Computed, not measured: a cluster of 6 separate species, C4H19N2O6S in total in a non-equilibrium geometry, with ωB97M-V/def2-TZVPD.

Calculated values
Kohn-Sham gap	6.3	eV
strongest force on any atom	3.6	eV/Å
E_tot	-30559.04317	eV
relative energy (zero: lowest compared OMol25 entry of this formula, charge and spin)	31.2	kcal/mol

ORCA input file:
```
! RIJCOSX wB97M-V def2-TZVPD def2/J DEFGRID3
* xyz -1 1
C -0.62 0.30 -0.23
N -0.25 -0.16 1.09
C 1.00 -0.16 1.57
N 1.95 -0.54 0.62
O 1.35 -0.06 2.75
C -1.10 -0.89 -1.14
C -2.60 -1.16 -1.08
S -3.57 0.35 -1.33
H -1.44 1.04 -0.17
H 0.22 0.86 -0.67
H -1.01 -0.15 1.75
H 1.85 -0.54 -0.38
H 2.85 -0.80 0.99
H -0.51 -0.81 -2.10
H -0.48 -1.77 -0.75
H -2.77 -1.76 -2.00
H -2.76 -1.78 -0.20
H -1.98 1.96 -4.11
H -2.24 1.03 -2.86
O -1.56 1.31 -3.54
H 2.27 -0.33 -2.76
H 3.38 0.65 -2.13
O 3.03 -0.25 -2.19
H 3.62 1.48 3.40
H 2.50 0.57 3.59
O 3.36 0.83 4.06
H 0.39 -1.16 4.79
H 0.73 -1.81 3.46
O 0.12 -1.88 4.21
H 0.15 1.16 -3.34
H 0.97 2.32 -2.85
O 0.99 1.36 -2.84
*
```

---

8.
Computed, not measured: a structure of composition C4H19NO6V in a non-equilibrium geometry, with ωB97M-V/def2-TZVPD.

Calculated values
Kohn-Sham gap (alpha / beta)	6.1 / 8.3	eV
strongest force on any atom	1.6	eV/Å
E_tot	-43918.69154	eV
relative energy (zero: lowest compared OMol25 entry of this formula, charge and spin)	0.7	kcal/mol

ORCA input file:
```
! RIJCOSX wB97M-V def2-TZVPD def2/J DEFGRID3
* xyz 0 4
V 0.03 0.67 -1.72
O 1.95 0.08 -1.11
H 2.34 0.03 -0.25
O -1.86 1.47 -2.07
H -2.37 0.88 -2.63
C 1.27 -0.94 3.40
C 0.42 -1.24 2.16
C -0.08 0.10 1.53
O -0.87 -0.02 0.35
C -2.18 -0.42 0.73
N 1.14 -2.17 1.26
H 1.43 -1.90 3.89
H 0.70 -0.37 4.14
H 2.19 -0.41 3.15
H -0.39 -1.95 2.36
H 0.71 0.80 1.25
H -0.55 0.76 2.28
H -2.77 -0.70 -0.14
H -2.70 0.40 1.23
H -2.16 -1.31 1.36
H 0.43 -2.58 0.66
H 1.65 -1.61 0.62
O 0.97 1.46 -3.58
H 0.47 1.80 -4.33
H 1.50 2.21 -3.29
O -0.82 -1.17 -2.70
H -1.51 -1.10 -3.36
H -0.53 -2.08 -2.74
O 0.54 2.72 -0.91
H 1.13 3.18 -0.32
H -0.07 3.39 -1.24
*
```

---

9.
Computed, not measured: an isolated molecule of C4H2 in a non-equilibrium geometry, with ωB97M-V/def2-TZVPD.

Calculated values
Kohn-Sham gap	10.9	eV
strongest force on any atom	2.9	eV/Å
E_tot	-4175.99762	eV
relative energy (zero: lowest compared OMol25 entry of this formula, charge and spin)	10.0	kcal/mol

ORCA input file:
```
! RIJCOSX wB97M-V def2-TZVPD def2/J DEFGRID3
* xyz 0 1
C 1.92 -0.02 -0.04
C 0.70 -0.16 -0.04
C -0.73 -0.07 -0.02
C -1.93 0.00 -0.11
H 3.05 0.23 -0.02
H -2.99 0.01 0.22
*
```